# 1
A structure of composition C32H44GeN7O6PS2Ti in a non-equilibrium geometry. Source: the OMol25 dataset; level of theory: the ωB97M-V functional and the def2-TZVPD basis.

As for the expectation value of S²: 2.115. The spin multiplicity is 3. The calculation puts the LUMO energy (spin up / spin down) at 4.28 / 4.28 eV. The calculation puts the HOMO-LUMO gap (spin up / spin down) at 4.34 / 5.72 eV. The net charge is -2.

The geometry in XYZ format:
```
94
Properties=species:S:1:pos:R:3:forces:R:3
Ti 0.287 0.730 -0.495 -0.2 1.7 -2.0
N -2.330 -0.117 -4.076 0.0 0.1 0.2
C -1.261 0.225 -3.321 -0.1 -0.1 -0.2
N -1.346 0.601 -2.097 0.1 0.0 0.3
C -2.602 0.673 -1.473 -0.1 0.3 0.3
N -2.679 1.307 -0.306 -0.1 0.2 -0.3
N -1.468 1.723 0.069 -0.5 -0.1 -0.2
C -1.236 2.818 0.764 -0.1 0.4 0.2
C 0.126 3.258 0.593 -0.6 0.9 0.3
C 0.788 4.196 1.357 -0.4 -0.1 -0.1
C 2.181 4.401 1.089 0.3 0.0 -0.2
C 2.839 3.670 0.168 -0.1 0.4 -0.2
C 2.129 2.642 -0.673 0.3 -0.1 0.1
N 0.688 2.632 -0.476 0.8 0.7 0.2
C -3.765 0.235 -2.179 -0.1 0.0 0.0
C -5.053 0.218 -1.621 0.1 0.0 -0.1
C -6.156 -0.082 -2.408 -0.1 0.0 0.1
C -6.006 -0.390 -3.749 0.1 -0.1 -0.2
C -4.725 -0.420 -4.317 -0.2 0.0 0.1
C -3.622 -0.113 -3.545 -0.1 0.0 0.1
H -2.171 -0.304 -5.055 0.2 0.0 0.0
H -0.290 0.203 -3.805 0.0 0.0 0.0
H -2.017 3.406 1.238 0.0 -0.1 0.0
H 0.291 4.703 2.172 0.0 -0.1 0.0
H 2.717 5.149 1.667 0.0 0.0 0.0
H 3.892 3.825 -0.039 0.0 0.0 0.1
H 2.325 2.838 -1.738 0.1 0.0 0.1
H -5.160 0.466 -0.574 0.0 0.0 0.0
H -7.147 -0.063 -1.967 0.0 0.0 0.0
H -6.869 -0.606 -4.367 0.0 0.0 0.0
H -4.598 -0.658 -5.366 0.0 0.0 0.0
O 0.259 -0.503 0.826 0.1 -1.4 0.6
N 0.611 -1.783 0.504 -0.1 -0.8 0.7
N 0.925 -1.841 -0.786 0.3 0.0 -0.1
O 0.758 -0.762 -1.559 0.2 -1.3 -0.7
C 1.377 -3.000 -1.358 0.2 -0.3 -0.2
C 1.501 -3.088 -2.757 -0.1 0.3 0.1
C 1.967 -4.251 -3.332 0.1 -0.2 0.1
C 2.328 -5.344 -2.547 0.0 0.0 0.0
C 2.223 -5.248 -1.162 0.0 -0.1 -0.1
C 1.748 -4.100 -0.561 -0.1 0.3 0.1
H 1.237 -2.227 -3.356 0.0 0.0 0.0
H 2.069 -4.314 -4.408 -0.1 0.1 0.0
H 2.701 -6.252 -3.005 0.0 0.0 0.0
H 2.537 -6.081 -0.544 -0.1 0.0 0.0
H 1.680 -4.002 0.512 0.0 -0.1 0.0
C 2.845 0.289 -7.908 -0.1 -0.1 -0.2
O 2.799 0.839 -6.609 -0.1 0.0 0.0
C 1.644 0.733 -5.882 0.3 0.2 0.2
S 0.295 -0.024 -6.553 -0.3 -0.3 -0.3
S 1.748 1.419 -4.364 0.2 0.1 0.0
H 3.792 0.611 -8.345 0.0 0.0 0.1
H 2.015 0.646 -8.521 0.0 0.0 0.0
H 2.803 -0.803 -7.874 0.0 0.0 0.0
C 2.334 1.666 2.908 0.1 -0.2 -0.2
Ge 3.230 0.806 1.364 0.7 -0.1 0.4
C 3.432 -1.128 1.796 -0.2 0.3 -0.2
C 5.161 1.396 1.522 -0.4 0.0 -0.2
C 2.425 1.156 -0.383 0.2 0.0 0.1
H 2.369 1.030 3.791 0.0 -0.1 0.0
H 1.290 1.830 2.649 0.0 0.1 0.1
H 2.787 2.627 3.147 0.0 0.0 -0.1
H 3.930 -1.238 2.762 0.1 0.1 0.0
H 4.035 -1.635 1.041 0.0 0.0 -0.1
H 2.463 -1.618 1.843 0.0 -0.1 0.0
H 5.600 0.997 2.438 -0.1 -0.1 0.1
H 5.239 2.482 1.546 0.0 0.1 0.0
H 5.745 1.028 0.676 0.0 0.0 0.0
H 2.986 0.662 -1.184 0.0 -0.1 0.1
C -2.232 2.493 5.888 0.0 -0.1 -0.2
C -1.812 2.291 4.440 0.1 0.2 0.1
O -2.045 0.954 4.057 0.1 -0.3 -0.2
P -1.014 0.313 2.858 -0.7 0.1 1.4
O -1.946 -1.012 2.689 0.1 -0.2 -0.1
C -2.777 -1.195 1.550 -0.2 -0.2 -0.2
C -3.719 -2.354 1.823 0.2 0.2 0.1
O 0.131 -0.346 3.821 0.0 0.0 -0.2
C 0.178 -1.675 4.313 0.1 -0.1 0.2
C -0.087 -1.696 5.813 0.1 0.1 -0.3
H -2.091 3.537 6.173 0.0 0.0 0.1
H -1.641 1.854 6.545 0.0 0.0 0.0
H -3.284 2.232 6.003 0.0 0.0 0.1
H -0.752 2.547 4.324 0.0 0.1 0.0
H -2.394 2.967 3.801 0.1 0.0 0.0
H -2.154 -1.414 0.677 0.0 0.1 0.0
H -3.350 -0.291 1.343 0.1 0.0 0.0
H -3.155 -3.274 1.980 0.0 0.0 0.0
H -4.390 -2.478 0.972 0.0 -0.1 0.0
H -4.312 -2.152 2.716 0.0 0.0 0.0
H 1.183 -2.051 4.100 -0.1 0.0 0.0
H -0.546 -2.300 3.791 0.1 0.0 0.0
H 0.651 -1.079 6.326 0.0 0.0 0.1
H -0.017 -2.718 6.190 0.0 0.0 0.1
H -1.079 -1.294 6.014 0.0 0.0 0.1
```
Positions in Å, forces in eV/Å.

Atom charges from the Mulliken analysis, given in e for atoms 1 to 2:
1 Ti -1.50
2 N 0.30



# 2
A structure of composition C32H44N5O3TeV in a non-equilibrium geometry. Source: the OMol25 dataset; level of theory: the ωB97M-V functional and the def2-TZVPD basis.

As for the expectation value of S²: 2.318. The spin multiplicity is 3. The calculation puts the LUMO energy (spin up / spin down) at -0.32 / -0.21 eV. The calculation puts the HOMO-LUMO gap (spin up / spin down) at 6.15 / 6.12 eV.

The geometry in XYZ format:
```
86
Properties=species:S:1:pos:R:3:forces:R:3
V 0.712 -0.871 0.250 -1.9 -0.2 -2.9
C 0.342 -4.030 2.923 0.0 0.3 -0.3
C 0.810 -2.848 2.131 0.6 -0.2 0.7
N 0.313 -2.538 0.922 -1.0 -2.5 0.2
O -0.549 -3.485 0.324 -0.1 -0.4 0.3
C 1.812 -1.956 2.495 0.1 -1.0 0.4
C 2.658 -1.978 3.732 -0.2 0.1 -0.2
N 1.956 -1.038 1.521 2.1 0.3 1.6
O 3.158 -0.307 1.500 0.8 0.4 0.5
H -0.750 -4.074 2.939 0.0 -0.1 0.1
H 0.702 -3.964 3.944 0.0 0.0 0.1
H 0.708 -4.953 2.470 -0.1 -0.1 0.1
H -1.332 -3.575 0.896 0.2 0.3 -0.2
H 2.960 -2.990 3.995 0.0 0.0 0.0
H 2.109 -1.550 4.573 0.1 0.0 0.1
H 3.553 -1.382 3.559 0.0 0.0 0.1
C -4.222 2.123 -0.805 0.3 0.2 -0.1
C -3.082 3.062 -1.193 -0.3 0.0 0.5
N -2.535 2.793 -2.508 0.1 0.1 -0.1
C -3.435 2.903 -3.647 0.0 -0.1 -0.4
C -3.813 1.541 -4.218 0.1 0.2 0.1
C -1.234 2.565 -2.791 -0.2 0.0 0.1
O -0.834 2.405 -3.931 0.3 -0.1 -0.2
C -0.289 2.462 -1.632 0.3 0.3 0.1
C 0.098 3.554 -0.853 0.3 -0.7 0.1
C 0.990 3.324 0.190 -0.3 0.3 -0.3
C 1.386 2.034 0.471 0.1 -0.3 0.2
N 1.020 0.978 -0.270 0.2 3.3 -1.1
C 0.258 1.226 -1.346 0.2 0.2 -0.1
H -4.590 2.410 0.177 0.0 0.0 0.1
H -3.881 1.092 -0.757 0.0 -0.1 0.0
H -5.047 2.192 -1.508 -0.1 0.0 -0.1
H -2.290 2.974 -0.446 -0.2 0.0 -0.1
H -3.456 4.095 -1.177 0.1 -0.1 0.0
H -2.925 3.482 -4.424 -0.1 0.0 0.1
H -4.326 3.444 -3.322 0.1 0.1 0.0
H -2.915 1.000 -4.500 0.1 -0.1 0.0
H -4.425 1.673 -5.105 -0.1 0.0 -0.1
H -4.365 0.955 -3.490 -0.1 -0.1 0.1
H -0.280 4.544 -1.058 -0.1 0.1 0.0
H 1.338 4.138 0.805 0.0 0.0 0.1
H 1.990 1.817 1.343 0.0 -0.1 0.0
H 0.078 0.381 -2.006 -0.2 0.1 0.0
C -6.649 -2.975 -0.732 0.1 0.0 0.0
C -5.379 -2.393 -0.186 0.0 0.0 0.1
C -4.300 -2.126 -1.011 -0.1 0.0 0.0
C -3.147 -1.521 -0.527 0.3 0.0 0.0
C -2.045 -1.226 -1.502 0.0 0.1 0.0
C -3.050 -1.167 0.822 0.3 0.2 0.0
Te -1.420 0.030 1.567 -0.9 0.2 0.2
C -4.113 -1.486 1.674 0.1 0.0 0.1
C -4.054 -1.157 3.133 0.0 0.0 0.0
C -5.254 -2.088 1.163 0.0 0.0 -0.2
H -6.490 -3.403 -1.719 0.0 -0.1 -0.1
H -7.408 -2.197 -0.822 -0.1 0.0 0.0
H -7.037 -3.749 -0.073 -0.1 -0.1 0.0
H -4.361 -2.376 -2.062 0.0 0.0 -0.1
H -2.225 -1.730 -2.451 0.1 0.0 0.0
H -1.071 -1.565 -1.120 -0.2 -0.1 -0.1
H -2.004 -0.149 -1.684 0.1 0.0 0.0
H -4.176 -0.085 3.276 0.0 0.1 0.1
H -3.084 -1.428 3.549 0.0 0.0 0.1
H -4.841 -1.673 3.673 -0.1 0.0 0.1
H -6.079 -2.312 1.829 0.0 0.0 0.1
C 7.434 1.697 0.710 -0.1 -0.1 0.1
N 6.353 1.498 1.654 0.0 0.1 0.0
C 6.412 0.195 2.285 0.0 0.1 0.1
C 5.023 1.791 1.126 0.0 0.1 0.1
C 4.571 0.879 0.009 -0.1 -0.1 0.3
C 5.067 1.052 -1.276 -0.3 -0.1 0.0
C 4.750 0.177 -2.300 0.0 -0.1 -0.2
C 3.934 -0.910 -2.044 0.0 0.1 -0.1
C 3.399 -1.094 -0.779 -0.2 -0.1 0.3
C 3.699 -0.194 0.245 0.2 -0.2 -0.3
H 8.377 1.592 1.247 0.1 0.0 -0.1
H 7.381 2.708 0.307 0.0 0.0 -0.1
H 7.430 0.978 -0.124 0.1 0.0 0.0
H 7.407 0.042 2.704 0.0 0.0 0.0
H 6.194 -0.631 1.592 0.0 -0.1 0.0
H 5.687 0.173 3.099 0.0 -0.1 0.0
H 5.021 2.825 0.771 0.0 0.0 0.0
H 4.331 1.715 1.968 0.0 0.1 -0.1
H 5.695 1.905 -1.482 0.1 0.1 0.0
H 5.140 0.345 -3.291 0.0 0.0 -0.1
H 3.706 -1.618 -2.827 0.0 0.0 0.0
H 2.803 -1.980 -0.564 0.0 0.0 0.0
```
Positions in Å, forces in eV/Å.

Atom charges from the Mulliken analysis, given in e for atoms 1 to 2:
1 V -0.50
2 C -1.70